Entry 1:
6 unconnected molecules or ions with the total composition C21H38F3O16, computed with wB97M-V/def2-TZVPD.

ΔE to the lowest compared entry with this formula, charge and spin	35.2	kcal per mole
spin multiplicity	1
Kohn-Sham gap	0.279	Eh
maximum force	19.02	eV/Å
total charge	-1

Geometry (Å):
O 1.326 0.934 0.706
H 0.492 0.469 1.022
C 4.289 -0.702 -0.514
C 4.633 0.529 0.332
O 5.194 1.450 -0.553
C 4.939 1.089 -1.792
O 5.416 1.686 -2.800
O 4.374 -0.118 -1.790
F 5.499 0.156 1.249
H 3.305 -0.934 -0.393
H 4.882 -1.514 -0.177
H 3.604 0.891 0.752
C -0.326 1.684 -2.116
C 0.975 0.896 -2.501
O 1.180 1.337 -3.788
C 0.355 2.141 -4.227
O 0.414 2.718 -5.303
O -0.587 2.365 -3.320
F 0.911 -0.441 -2.318
H 0.005 2.236 -1.586
H -1.178 1.145 -1.742
H 1.729 1.104 -1.834
C 1.111 3.580 2.638
C 2.115 2.685 3.350
O 1.781 2.783 4.671
C 0.640 3.421 4.864
O 0.034 3.573 5.960
O 0.138 3.817 3.639
F 3.323 3.233 2.935
H 0.672 3.095 1.768
H 1.303 4.511 2.412
H 2.310 1.654 3.128
C -0.584 -4.383 3.623
O 0.030 -3.464 2.676
C -0.612 -3.248 1.400
C 0.248 -2.373 0.444
O 1.135 -3.186 -0.099
C 0.724 -3.920 -1.238
C 1.919 -4.143 -2.099
O 3.039 -4.753 -1.461
C 4.161 -4.702 -2.225
H -0.491 -5.481 3.158
H -1.593 -3.984 3.886
H 0.124 -4.167 4.438
H -1.596 -2.714 1.542
H -0.812 -4.133 0.915
H 0.808 -1.699 1.014
H -0.070 -1.736 -0.354
H 0.029 -3.149 -1.958
H 0.053 -4.643 -1.128
H 2.049 -3.027 -2.448
H 1.601 -4.543 -3.092
H 4.885 -5.206 -1.622
H 4.696 -3.751 -2.402
H 4.216 -4.987 -3.197
C -3.943 2.298 -4.035
O -3.847 1.915 -2.637
C -4.739 2.619 -1.854
C -4.087 2.866 -0.421
O -3.674 1.779 -0.048
C -2.849 1.790 1.074
C -2.848 0.379 1.625
O -4.091 -0.212 1.812
C -4.404 -0.304 3.179
H -4.952 1.902 -4.632
H -3.220 1.846 -4.712
H -3.756 3.313 -4.360
H -5.652 2.197 -1.570
H -5.131 3.619 -2.252
H -4.805 3.192 0.212
H -3.311 3.720 -0.415
H -3.330 2.046 1.860
H -1.846 1.907 0.978
H -2.193 0.204 2.411
H -2.564 -0.148 0.702
H -4.454 0.753 3.579
H -3.766 -0.890 3.799
H -5.329 -0.863 3.263

Mulliken population analysis, charges in e, atoms 1 to 6: atom 1 (O): -0.524, atom 2 (H): -0.217, atom 3 (C): 0.008, atom 4 (C): 0.876, atom 5 (O): -0.346, atom 6 (C): 0.720


Entry 2:
C4H9NO in the gas phase, computed with wB97M-V/def2-TZVPD.

ΔE to the lowest compared entry with this formula, charge and spin	3.1	kcal per mole
spin multiplicity	1
Kohn-Sham gap	0.392	Eh
maximum force	0.30	eV/Å
structure (SMILES)	CCCC(N)=O

Geometry (Å):
C 2.204 0.025 -0.452
C 0.704 0.167 -0.711
C -0.106 -0.127 0.559
C -1.530 0.404 0.546
N -2.557 -0.475 0.365
O -1.740 1.587 0.750
H 2.791 0.265 -1.345
H 2.466 -0.995 -0.145
H 2.525 0.702 0.349
H 0.481 1.191 -1.032
H 0.407 -0.501 -1.530
H -0.045 -1.191 0.826
H 0.333 0.460 1.370
H -3.489 -0.088 0.401
H -2.443 -1.424 0.049

Mulliken population analysis, charges in e, atoms 1 to 6: atom 1 (C): -1.185, atom 2 (C): -0.269, atom 3 (C): -0.521, atom 4 (C): 0.345, atom 5 (N): -0.372, atom 6 (O): -0.616


Entry 3:
A molecular structure, C15H37AsBNiO2P2S, computed with wB97M-V/def2-TZVPD.

spin multiplicity	1
Kohn-Sham gap	0.307	Eh
maximum force	2.16	eV/Å
total charge	+1

Geometry (Å):
Ni 0.207 0.218 -0.276
C 3.722 -0.493 -1.152
P 2.524 0.374 -0.091
C 3.180 0.079 1.583
C 2.935 2.136 -0.382
C 1.890 3.013 0.301
P 0.193 2.428 -0.110
C -0.866 3.521 0.874
C -0.033 3.057 -1.805
H 4.702 -0.021 -1.079
H 3.384 -0.476 -2.188
H 3.797 -1.535 -0.845
H 4.243 0.321 1.626
H 3.041 -0.969 1.847
H 2.643 0.683 2.314
H 2.916 2.292 -1.464
H 3.947 2.370 -0.042
H 1.991 4.057 -0.001
H 2.001 2.976 1.388
H -0.634 4.566 0.663
H -0.721 3.329 1.937
H -1.909 3.324 0.628
H 0.280 4.100 -1.882
H -1.088 2.976 -2.064
H 0.531 2.454 -2.516
C -4.634 -1.588 -1.887
C -4.015 -0.590 -0.923
C -4.881 -0.466 0.321
O -2.730 -1.146 -0.482
B -1.788 -0.170 -0.541
O -2.264 1.001 -1.099
C -3.627 0.785 -1.575
C -3.568 0.756 -3.095
C -4.466 1.962 -1.106
H -4.834 -2.521 -1.360
H -3.976 -1.798 -2.728
H -5.584 -1.215 -2.271
H -4.987 -1.452 0.776
H -5.876 -0.095 0.077
H -4.429 0.197 1.057
H -2.842 0.022 -3.447
H -3.261 1.736 -3.459
H -4.540 0.525 -3.531
H -4.378 2.115 -0.033
H -5.520 1.817 -1.353
H -4.129 2.867 -1.612
C 0.481 -4.342 1.489
As -0.138 -3.923 -0.287
C -2.037 -4.221 -0.249
C 0.549 -5.315 -1.422
S 0.656 -2.089 -0.995
H 0.261 -5.386 1.708
H -0.025 -3.698 2.205
H 1.554 -4.170 1.535
H -2.198 -5.293 -0.134
H -2.469 -3.861 -1.177
H -2.476 -3.673 0.578
H 0.225 -6.278 -1.032
H 1.635 -5.263 -1.434
H 0.168 -5.170 -2.430

Mulliken population analysis, charges in e, atoms 1 to 6: atom 1 (Ni): -0.316, atom 2 (C): -1.153, atom 3 (P): 0.930, atom 4 (C): -1.379, atom 5 (C): -1.033, atom 6 (C): -0.981


Entry 4:
A molecular structure, C10H13N, computed with wB97M-V/def2-TZVPD.

ΔE to the lowest compared entry with this formula, charge and spin	217.9	kcal per mole
spin multiplicity	1
Kohn-Sham gap	0.350	Eh
maximum force	12.73	eV/Å

Geometry (Å):
C -1.148 -3.326 -0.029
C -0.545 -3.278 1.251
C 0.287 -2.074 1.562
C 0.900 -0.351 0.269
C 0.455 1.001 -0.356
C -0.140 1.852 0.451
C -0.606 3.122 -0.125
C -0.163 3.491 -1.463
C 0.518 2.646 -2.205
C 0.780 1.340 -1.676
H -1.365 -2.498 -0.409
H -1.835 -4.410 -0.228
H -0.657 -4.300 1.868
H 1.562 -2.279 1.580
H 0.241 -2.155 2.757
H -0.996 -1.001 0.429
H 1.222 -0.922 -0.425
H 2.093 0.192 0.791
H -0.600 1.768 1.571
H -1.514 3.978 0.623
H -0.614 4.383 -2.023
H 0.579 2.903 -3.389
H 1.580 0.726 -1.940
N -0.034 -0.808 1.115

Mulliken population analysis, charges in e, atoms 1 to 6: atom 1 (C): -1.002, atom 2 (C): -0.051, atom 3 (C): -0.334, atom 4 (C): -1.248, atom 5 (C): 0.361, atom 6 (C): -0.003


Entry 5:
A molecular structure, C8HCl5N9OOs, computed with wB97M-V/def2-TZVPD.

spin multiplicity	1
Kohn-Sham gap (alpha / beta)	0.162 / 0.142	Eh
maximum force	2.20	eV/Å
total charge	+1

Geometry (Å):
Os 0.267 0.233 -1.765
N -0.973 3.277 -0.794
C -1.723 2.577 -1.642
N -2.923 2.963 -2.120
N -3.288 2.011 -2.913
N -2.354 1.037 -2.958
N -1.375 1.380 -2.166
C 0.246 2.870 -0.313
N 0.946 3.558 0.555
N 2.041 2.819 0.762
N 2.022 1.739 0.052
N 0.885 1.741 -0.669
H -1.332 4.165 -0.454
Cl 2.030 -4.467 3.111
C 1.255 -3.391 2.070
C 1.993 -2.822 0.997
Cl 3.624 -3.225 0.739
C 1.345 -1.959 0.157
Cl 2.129 -1.223 -1.219
C -0.010 -1.623 0.328
O -0.609 -0.784 -0.484
C -0.745 -2.209 1.385
Cl -2.379 -1.790 1.551
C -0.105 -3.084 2.252
Cl -0.967 -3.792 3.539

Mulliken population analysis, charges in e, atoms 1 to 6: atom 1 (Os): 0.979, atom 2 (N): 0.004, atom 3 (C): 0.466, atom 4 (N): -0.297, atom 5 (N): -0.308, atom 6 (N): -0.423


Entry 6:
A molecular structure, C27H28Cl2IrN3O2S2, computed with wB97M-V/def2-TZVPD.

ΔE to the lowest compared entry with this formula, charge and spin	6.9	kcal per mole
spin multiplicity	2
Kohn-Sham gap (alpha / beta)	0.273 / 0.204	Eh
maximum force	1.20	eV/Å
total charge	+3
expectation value of S²	0.776

Geometry (Å):
Ir -1.108 0.696 -0.328
C -2.561 2.034 1.921
C -2.455 0.546 2.187
N -2.573 -0.154 0.874
C -3.965 -0.138 0.318
C -3.958 -0.085 -1.194
S -2.817 1.201 -1.782
C -3.418 2.751 -1.003
C -2.312 3.388 -0.168
N -1.685 2.394 0.748
H -3.577 2.346 1.691
H -2.254 2.595 2.803
H -1.463 0.315 2.573
H -3.197 0.204 2.910
H -2.278 -1.124 0.980
H -4.502 -1.028 0.648
H -4.487 0.716 0.742
H -3.543 -1.000 -1.618
H -4.955 0.060 -1.609
H -3.688 3.426 -1.814
H -4.330 2.535 -0.448
H -1.529 3.770 -0.822
H -2.715 4.232 0.396
H -0.822 2.788 1.120
Cl -1.081 -3.619 -2.874
C -0.185 -2.233 -3.248
C 0.602 -2.165 -4.383
C 1.349 -1.028 -4.674
Cl 2.303 -1.001 -6.058
C 1.317 0.133 -3.811
C 2.056 1.309 -4.014
C 1.938 2.335 -3.105
C 1.074 2.198 -2.018
N 0.354 1.099 -1.817
C 0.489 0.071 -2.693
C -0.260 -1.117 -2.364
O -0.960 -1.110 -1.303
H 0.641 -3.011 -5.057
H 2.715 1.399 -4.868
H 2.500 3.251 -3.223
H 0.963 2.992 -1.292
O 0.429 0.645 1.098
S 1.834 -0.012 0.814
C 2.692 0.182 2.331
C 4.053 0.443 2.217
C 4.805 0.559 3.378
C 4.190 0.434 4.614
C 2.823 0.182 4.709
C 2.060 0.053 3.564
C 1.476 -1.740 0.688
C 0.547 -2.354 1.521
C 0.288 -3.703 1.352
C 0.950 -4.421 0.358
C 1.880 -3.799 -0.461
C 2.145 -2.443 -0.304
H 4.520 0.553 1.246
H 5.865 0.759 3.314
H 4.776 0.542 5.517
H 2.358 0.080 5.680
H 0.997 -0.138 3.628
H 0.061 -1.790 2.309
H -0.407 -4.208 2.010
H 0.746 -5.476 0.235
H 2.410 -4.369 -1.213
H 2.881 -1.949 -0.929

Mulliken population analysis, charges in e, atoms 1 to 6: atom 1 (Ir): 3.218, atom 2 (C): -0.754, atom 3 (C): -0.176, atom 4 (N): -0.544, atom 5 (C): -0.607, atom 6 (C): -0.711


Entry 7:
8 unconnected molecules or ions with the total composition H15O8, computed with wB97M-V/def2-TZVPD.

ΔE to the lowest compared entry with this formula, charge and spin	52.4	kcal per mole
spin multiplicity	2
Kohn-Sham gap (alpha / beta)	0.407 / 0.202	Eh
maximum force	1.26	eV/Å
expectation value of S²	0.756

Geometry (Å):
O 0.009 -0.019 0.418
H 0.583 0.661 0.822
O -1.011 -0.442 -2.886
H -0.206 -0.347 -2.377
H -0.761 -0.196 -3.777
O 1.808 0.440 2.612
H 1.171 0.187 1.944
H 1.930 1.381 2.483
O 1.936 1.667 -0.988
H 1.411 1.028 -0.507
H 2.715 1.795 -0.445
O 1.507 -2.063 -0.822
H 0.913 -1.423 -0.430
H 2.112 -2.293 -0.117
O -1.266 -1.285 2.359
H -0.771 -0.896 1.637
H -1.616 -2.099 1.998
O -1.368 2.163 0.395
H -1.775 1.968 -0.449
H -0.775 1.428 0.551
O -2.546 -0.584 -0.673
H -1.757 -0.371 -0.176
H -2.240 -0.699 -1.573

Mulliken population analysis, charges in e, atoms 1 to 6: atom 1 (O): -0.362, atom 2 (H): -0.029, atom 3 (O): -0.676, atom 4 (H): 0.278, atom 5 (H): 0.306, atom 6 (O): -0.630


Entry 8:
A molecular structure, C37H37N9OPtS2, computed with wB97M-V/def2-TZVPD.

spin multiplicity	1
Kohn-Sham gap (alpha / beta)	0.148 / 0.151	Eh
maximum force	5.12	eV/Å
total charge	+2

Geometry (Å):
Pt -0.545 0.201 0.164
C 4.421 -2.988 -3.562
C 3.620 -2.241 -2.556
C 3.939 -2.287 -1.196
C 3.199 -1.585 -0.280
C 2.108 -0.773 -0.663
N 1.457 -0.041 0.286
C 2.166 0.511 1.316
C 3.458 1.021 1.073
C 4.192 1.627 2.060
C 3.676 1.775 3.349
C 4.472 2.436 4.416
C 2.395 1.293 3.602
C 1.642 0.658 2.624
N 0.413 0.075 2.980
C 0.103 -0.447 4.187
C -1.174 -0.953 4.113
C -1.590 -0.696 2.808
N -0.624 -0.073 2.141
C 1.751 -0.763 -2.034
C 2.510 -1.497 -2.939
N 0.693 0.015 -2.528
C 0.569 0.452 -3.803
C -0.633 1.104 -3.912
C -1.198 1.033 -2.639
N -0.386 0.382 -1.816
H 5.443 -3.129 -3.220
H 4.425 -2.477 -4.521
H 3.987 -3.975 -3.722
H 4.779 -2.878 -0.864
H 3.442 -1.641 0.770
H 3.858 0.946 0.072
H 5.176 2.004 1.833
H 5.511 2.539 4.115
H 4.426 1.871 5.344
H 4.073 3.429 4.619
H 1.986 1.420 4.592
H 0.794 -0.470 5.003
H -1.733 -1.433 4.889
H -2.520 -0.958 2.337
H 2.241 -1.495 -3.983
H 1.330 0.309 -4.541
H -1.045 1.569 -4.782
H -2.140 1.425 -2.314
S -2.898 0.427 0.086
C -3.037 2.185 0.441
N -4.205 2.682 0.766
N -5.389 2.153 0.550
C -5.865 1.536 -0.579
C -5.153 1.544 -1.789
C -5.616 0.823 -2.866
C -6.803 0.104 -2.773
C -7.545 0.145 -1.599
C -7.094 0.858 -0.510
N -2.000 2.981 0.457
N -0.785 2.622 0.228
C 0.210 3.542 0.175
C 1.455 3.188 -0.378
C 2.480 4.106 -0.450
C 2.294 5.403 0.010
C 1.066 5.769 0.551
C 0.033 4.865 0.641
H -6.059 2.349 1.292
H -4.269 2.158 -1.875
H -5.064 0.829 -3.793
H -7.157 -0.467 -3.616
H -8.483 -0.384 -1.539
H -7.666 0.878 0.406
H 1.588 2.194 -0.778
H 3.430 3.815 -0.875
H 3.094 6.123 -0.059
H 0.920 6.776 0.906
H -0.918 5.142 1.067
O -0.696 -2.277 -0.033
S 0.243 -3.399 0.286
C -0.632 -4.482 1.490
C -0.285 -5.885 1.037
C -0.554 -5.921 -0.466
C 0.048 -4.652 -1.065
H -1.694 -4.262 1.391
H -0.293 -4.261 2.500
H -0.877 -6.630 1.567
H 0.772 -6.083 1.230
H -1.630 -5.955 -0.644
H -0.113 -6.809 -0.919
H -0.576 -4.206 -1.838
H 1.052 -4.815 -1.456

Mulliken population analysis, charges in e, atoms 1 to 6: atom 1 (Pt): 2.097, atom 2 (C): -1.655, atom 3 (C): 0.142, atom 4 (C): -1.189, atom 5 (C): 0.142, atom 6 (C): -0.064